[1]
81
Properties=species:S:1:pos:R:3 method="wB97M-V/def2-TZVPD" lumo_ev=0.64 gap_ev=8.36 smiles="CN(C)P(=O)(N(C)C)N(C)C.CN(C)P(=O)(N(C)C)N(C)C.C[C@@H](Br)CP(S)CCCF" fmax_ev_per_a=4.924 homo_ev=-7.721
C 5.7216 4.4704 -3.8396
C 5.2188 3.7263 -2.5921
Br 4.1056 4.9788 -1.5801
C 4.4181 2.5003 -3.0133
P 4.0949 1.1611 -1.7477
S 1.9702 0.9861 -1.6764
C 4.4289 1.8143 -0.0591
C 5.9152 1.9849 0.3138
C 6.9252 1.1664 -0.4681
F 6.6543 -0.1883 -0.3988
H 4.9832 4.3441 -4.6348
H 6.6301 3.9740 -4.1912
H 5.8872 5.5277 -3.6560
H 6.0826 3.4800 -1.9805
H 3.4940 2.8598 -3.4734
H 4.9890 2.0157 -3.8124
H 1.7051 0.9817 -2.9874
H 4.0006 1.0694 0.6182
H 3.9047 2.7507 0.1329
H 6.0631 1.7424 1.3688
H 6.2034 3.0348 0.2003
H 6.9609 1.4854 -1.5165
H 7.9266 1.3419 -0.0644
O 2.5011 0.0828 3.6142
P 1.2414 -0.6841 3.5906
N 0.7202 -0.6723 1.9864
C -0.6388 -0.9239 1.5334
C 1.6738 -1.3449 1.1101
N 0.1989 0.2997 4.5872
C -1.0350 0.8836 4.0741
C 0.9247 1.3700 5.2797
N 0.6900 -2.2159 4.1129
C -0.5986 -2.3727 4.7658
C 1.7361 -2.8795 4.9204
H -0.9221 -1.9853 1.5953
H -0.7270 -0.6288 0.4886
H -1.3715 -0.3379 2.0671
H 1.7053 -2.4322 1.2804
H 2.6768 -0.9482 1.2708
H 1.4172 -1.1698 0.0677
H -0.8787 1.4717 3.1614
H -1.4548 1.5491 4.8312
H -1.8098 0.1413 3.8879
H 1.1476 2.2177 4.6207
H 1.8617 1.0144 5.6962
H 0.3076 1.7346 6.1045
H -0.6907 -1.8011 5.6931
H -0.7146 -3.4329 5.0005
H -1.4201 -2.1266 4.0948
H 1.9171 -2.3627 5.8719
H 2.6767 -2.9105 4.3684
H 1.4515 -3.9093 5.1375
O -2.7347 -1.0818 -0.8620
P -3.9259 -1.2898 -1.7029
N -3.3428 -1.8819 -3.1807
C -4.0650 -1.8461 -4.4396
C -2.6768 -3.1717 -3.0140
N -4.5278 0.3354 -1.8916
C -4.6490 0.9745 -3.1966
C -3.8491 1.2924 -1.0078
N -5.4252 -2.0950 -1.5884
C -6.6528 -1.4768 -2.0635
C -5.6256 -2.5938 -0.2096
H -4.8849 -2.5789 -4.4856
H -3.3678 -2.0828 -5.2461
H -4.4609 -0.8672 -4.6613
H -3.3872 -3.9745 -2.7666
H -1.9324 -3.1120 -2.2208
H -2.1594 -3.4444 -3.9340
H -3.7122 0.9558 -3.7670
H -4.9305 2.0195 -3.0557
H -5.4446 0.5474 -3.8059
H -2.8607 1.5812 -1.3843
H -3.7223 0.8930 -0.0063
H -4.4607 2.1944 -0.9337
H -6.8909 -0.5372 -1.5591
H -7.4629 -2.1844 -1.8772
H -6.6354 -1.3246 -3.1414
H -5.7457 -1.7771 0.5135
H -4.7724 -3.1987 0.1014
H -6.5101 -3.2288 -0.1614



[2]
14
Properties=species:S:1:pos:R:3 method="wB97M-V/def2-TZVPD" e_above_lowest_ev=5.237 lumo_ev=0.77 gap_ev=10.60 smiles="CON(O)C(C)=O" fmax_ev_per_a=3.297 homo_ev=-9.827
C -1.8463 0.2720 0.5210
C 1.4805 0.9370 -0.2655
C -0.8783 -0.7305 -0.0559
N 0.3057 -0.8684 0.6856
O 1.1178 -1.7750 0.1447
O -1.1133 -1.2708 -1.0931
O 0.7807 0.4083 0.8117
H -1.9715 0.2267 1.6023
H -2.7012 0.0073 -0.1175
H -1.4711 1.2395 0.2738
H 2.1746 0.1193 -0.4941
H 1.9953 1.8206 -0.0314
H 0.8937 1.1049 -1.1846
H 1.2335 -1.4910 -0.7970



[3]
59
Properties=species:S:1:pos:R:3 method="wB97M-V/def2-TZVPD" e_above_lowest_ev=1.867 lumo_ev="-1.37 / -1.73" gap_ev="6.21 / 5.96" fmax_ev_per_a=2.981 multiplicity=2 s2=0.777 homo_ev="-7.584 / -7.692"
Ir -1.0127 0.4499 -0.9542
N 6.1800 0.5276 6.5214
C 5.3803 0.5031 5.6964
C 4.4040 0.4823 4.6815
C 4.4961 1.3720 3.6053
C 3.5445 1.3572 2.6137
C 2.4709 0.4526 2.6478
C 2.3925 -0.4365 3.7302
C 3.3366 -0.4215 4.7314
C 1.4785 0.4579 1.5814
C 0.1042 0.4534 1.9397
C -0.3886 0.5772 3.2739
C -1.7691 0.5353 3.2062
C -2.0935 0.4116 1.8610
N -0.9717 0.3632 1.0938
C 1.9789 0.4766 0.2480
C 3.3365 0.2325 -0.1331
C 3.3769 0.2750 -1.5110
C 2.0708 0.5395 -1.9344
N 1.2421 0.6632 -0.8790
H 5.3082 2.0829 3.5698
H 3.5971 2.0750 1.8074
H 1.5942 -1.1653 3.7622
H 3.2623 -1.1050 5.5642
H 0.2084 0.7164 4.1533
H -2.4638 0.5940 4.0221
H -3.0799 0.3723 1.4366
H 4.1459 0.0199 0.5334
H 4.2244 0.1203 -2.1491
H 1.7186 0.6231 -2.9462
C -1.0328 2.5790 -5.1845
C -1.0748 2.2643 -3.7185
S -1.0810 0.5904 -3.3475
C -1.1284 3.2434 -2.7571
C -1.0408 4.7037 -3.0723
S -1.3212 2.8983 -1.0902
H -1.0356 1.6535 -5.7547
H -0.1365 3.1419 -5.4447
H -1.9030 3.1669 -5.4762
H -1.0108 4.8880 -4.1413
H -0.1389 5.1132 -2.6161
H -1.8906 5.2296 -2.6394
Br -4.0047 0.2463 -1.2734
C -3.8476 -1.6618 -1.0947
C -5.0205 -2.3585 -0.9986
C -4.9978 -3.7531 -0.8761
C -3.7990 -4.4082 -0.8755
C -2.5787 -3.7058 -0.9574
C -1.3496 -4.3942 -0.9082
C -0.1668 -3.7153 -0.9464
C -0.1620 -2.3172 -1.0495
C -1.3338 -1.5895 -1.0876
C -2.5755 -2.2774 -1.0580
H -5.9612 -1.8316 -1.0173
H -5.9305 -4.2871 -0.7865
H -3.7638 -5.4854 -0.8040
H -1.3657 -5.4725 -0.8340
H 0.7779 -4.2380 -0.8841
H 0.8020 -1.8271 -1.0790



[4]
50
Properties=species:S:1:pos:R:3 method="wB97M-V/def2-TZVPD" e_above_lowest_ev=0.923 lumo_ev=0.01 gap_ev=8.69 smiles="CC1(C)CC(NS(=O)(=O)c2cccc3ccccc23)CC(C)(C)N1" fmax_ev_per_a=0.873 homo_ev=-8.681
C -4.1389 -0.2844 -1.2528
H -4.8272 0.5111 -1.5259
H -4.5894 -1.2410 -1.5062
H -3.2254 -0.1852 -1.8298
C -3.8571 -0.2293 0.2530
N -3.6120 1.1482 0.6626
H -3.7424 1.2134 1.6651
C -2.3519 1.7923 0.2968
C -1.2186 0.7656 0.0793
C -1.4139 -0.4323 0.9985
N -0.2300 -1.2782 0.9676
S 0.4464 -1.7543 -0.4910
O -0.5234 -1.8072 -1.5521
O 1.1681 -2.9575 -0.1893
C 1.5901 -0.4249 -0.8536
C 1.4348 0.2343 -2.0390
C 2.2795 1.3046 -2.3692
C 3.2597 1.6917 -1.4979
C 3.4523 1.0166 -0.2737
C 4.4671 1.3926 0.6314
C 4.6441 0.7124 1.8033
C 3.8196 -0.3790 2.1191
C 2.8210 -0.7684 1.2693
C 2.6064 -0.0791 0.0591
H 2.1964 -1.6163 1.4926
H 3.9841 -0.9143 3.0424
H 5.4245 1.0046 2.4903
H 5.1049 2.2267 0.3763
H 3.9096 2.5214 -1.7368
H 2.1438 1.8177 -3.3090
H 0.6501 -0.0813 -2.7083
H -0.3155 -2.0915 1.5599
C -2.6855 -1.1916 0.6051
H -2.9721 -1.8567 1.4236
H -2.4485 -1.8068 -0.2626
H -1.4968 -0.0771 2.0362
H -0.2524 1.2312 0.2799
H -1.2188 0.4088 -0.9491
C -2.5500 2.6286 -0.9748
H -2.8210 2.0032 -1.8172
H -1.6320 3.1589 -1.2169
H -3.3455 3.3513 -0.8145
C -1.9675 2.7463 1.4341
H -1.0957 3.3345 1.1591
H -2.7917 3.4256 1.6401
H -1.7345 2.1960 2.3440
C -5.1249 -0.6736 0.9919
H -5.3935 -1.6876 0.7081
H -5.9476 -0.0088 0.7410
H -4.9757 -0.6448 2.0701



[5]
11
Properties=species:S:1:pos:R:3 method="wB97M-V/def2-TZVPD" e_above_lowest_ev=4.418 lumo_ev=0.69 gap_ev=9.85 fmax_ev_per_a=0.897 homo_ev=-9.153
C 2.3052 -0.5483 -0.7327
C 1.2008 -0.5975 -0.2760
C -0.0579 0.2279 1.4209
C -0.1675 -0.7097 0.2260
C -1.1973 -0.0442 -0.6711
N -1.5741 1.0784 -0.1930
N -0.8259 1.2023 1.0105
H 3.2862 -0.5239 -1.1407
H -0.3926 -1.7562 0.4573
H -1.6240 -0.4061 -1.6004
H -0.9530 2.0774 1.4994



[6]
38
Properties=species:S:1:pos:R:3 method="wB97M-V/def2-TZVPD" e_above_lowest_ev=0.489 lumo_ev="2.51 / 0.99" gap_ev="7.44 / 6.24" fmax_ev_per_a=2.084 charge=-1 multiplicity=6 s2=8.771 homo_ev="-4.934 / -5.257"
Fe 0.1471 -0.2016 0.0183
Cl 2.1308 2.9520 6.3490
C 1.3179 2.4964 4.9028
C 1.9095 1.5975 4.0181
Cl 3.4561 0.9399 4.3711
C 1.2581 1.2314 2.8560
Cl 1.9900 0.1516 1.7191
C -0.0330 1.7238 2.5032
O -0.6260 1.3859 1.4408
C -0.5940 2.6383 3.4427
Cl -2.1421 3.2804 3.0624
C 0.0609 3.0198 4.5973
Cl -0.6651 4.1498 5.6740
O 2.0294 1.2022 -3.5410
C 1.3358 0.9918 -2.5580
O 1.6064 0.2856 -1.5471
C -0.0465 1.6775 -2.4851
C -0.4696 2.5755 -3.4580
C -1.6991 3.1857 -3.3058
C -2.4756 2.8640 -2.2023
C -1.9857 1.9410 -1.2916
N -0.7978 1.3745 -1.4323
H 0.1760 2.7704 -4.2978
H -2.0533 3.9045 -4.0302
H -3.4414 3.3192 -2.0436
H -2.5418 1.6480 -0.4126
C -2.4518 -4.2507 1.4996
C -1.8025 -3.1305 0.7363
S -1.0400 -1.9340 1.7008
C -1.8080 -3.0923 -0.6325
C -2.4231 -4.1661 -1.4875
S -1.0758 -1.8180 -1.5262
H -2.3440 -4.0656 2.5645
H -1.9730 -5.1991 1.2546
H -3.5126 -4.3168 1.2571
H -2.8762 -4.9559 -0.8966
H -1.6520 -4.5969 -2.1263
H -3.1782 -3.7306 -2.1413



[7]
16
Properties=species:S:1:pos:R:3 method="wB97M-V/def2-TZVPD" e_above_lowest_ev=2.405 lumo_ev=0.90 gap_ev=9.84 smiles="CC=O.NCN" fmax_ev_per_a=4.495 homo_ev=-8.940
O 2.0499 -1.1113 -0.0071
C 1.2256 -1.0288 -0.9649
C 1.6117 -0.4971 -2.3017
H 0.1090 -1.2504 -0.9031
H 1.0423 -0.9746 -3.1358
H 1.0970 0.4629 -2.2443
H 2.6972 -0.4929 -2.1831
N -2.0380 -0.2374 1.1985
C -1.2062 0.9684 1.1725
N 0.2405 0.8485 1.3752
H -2.4592 -0.4466 2.0937
H -2.5900 -0.3246 0.3385
H -1.4869 1.6858 2.0314
H -1.4069 1.5494 0.1778
H 0.2662 0.7149 2.4358
H 0.8478 0.1336 0.9165



[8]
13
Properties=species:S:1:pos:R:3 method="wB97M-V/def2-TZVPD" e_above_lowest_ev=3.671 lumo_ev=1.20 gap_ev=10.03 smiles=C1N[C@H]1[C@H]1CO1 fmax_ev_per_a=0.932 homo_ev=-8.826
C 0.5182 -1.2467 -1.1000
N 0.3250 -1.4826 0.2771
C -0.6063 -0.6034 -0.3050
C -0.6697 0.8770 -0.0018
C 0.1584 1.4951 1.0341
O 0.4191 1.7214 -0.3429
H 1.2886 -0.5989 -1.5269
H 0.2916 -2.1288 -1.6985
H 0.8406 -1.5622 1.1208
H -1.6029 -1.0343 -0.4209
H -1.6499 1.3282 -0.1800
H -0.2199 2.3458 1.6004
H 0.9072 0.8896 1.5435



[9]
68
Properties=species:S:1:pos:R:3 method="wB97M-V/def2-TZVPD" lumo_ev=-4.48 gap_ev=6.77 fmax_ev_per_a=3.122 charge=+1 homo_ev=-11.251
N 0.5381 -4.0122 2.0011
C 1.1576 -2.6702 1.8972
O 0.4329 -1.7023 1.8756
C 2.7092 -2.6460 1.7780
C 3.3877 -1.3204 2.2927
C 2.9192 -0.0211 1.5754
C 3.2557 0.2140 0.1853
Br 4.2993 -1.0192 -0.8893
N 2.7913 1.3593 -0.4218
C 2.0412 2.3203 0.2107
C 1.6515 2.1849 1.6193
C 0.7746 3.2388 2.3659
C -0.7074 3.1909 1.7436
C -1.4620 1.8708 2.0874
C -1.9473 1.0141 0.9842
C -2.6634 -0.2387 1.2219
C -2.8899 -0.7147 2.6023
C -2.4092 0.1284 3.7144
C -1.7275 1.3971 3.4418
C 2.1207 0.9829 2.3317
C 1.8078 0.7414 3.8395
O 2.4330 1.2865 4.7158
O 0.8265 -0.1475 4.2123
H -0.1273 -4.0609 1.2150
H -0.0731 -3.9289 2.8262
H 3.0429 -2.9272 0.7422
H 3.0914 -3.4771 2.4417
H 3.3340 -1.2515 3.4166
H 4.4929 -1.4252 2.0703
H 3.0326 1.4883 -1.4110
H 1.7085 3.2163 -0.3618
H 0.6807 3.0490 3.4613
H 1.1572 4.2754 2.1471
H -0.6180 3.2511 0.6272
H -1.3139 4.0471 2.1867
H -1.7986 1.3044 -0.0875
H -3.0498 -0.8801 0.3912
H -3.4175 -1.6684 2.8170
H -2.6042 -0.2620 4.7414
H -1.3782 1.9919 4.3293
H 0.4474 0.2185 5.0401
C -2.8342 7.9808 1.6266
C -2.8158 6.5205 1.2188
O -3.0937 5.6861 2.3410
H -2.0969 8.1687 2.4098
H -2.6159 8.6275 0.7746
H -3.8104 8.2557 2.0342
H -1.8329 6.2445 0.8323
H -3.5607 6.3245 0.4412
H -3.9668 5.9272 2.6723
C 1.3853 -2.8494 -4.1814
C 2.0600 -4.1029 -3.6616
O 3.4611 -3.8863 -3.5018
H 1.8169 -2.5509 -5.1390
H 0.3165 -3.0092 -4.3122
H 1.5352 -2.0133 -3.4887
H 1.9278 -4.9265 -4.3630
H 1.6379 -4.4006 -2.6959
H 3.5726 -3.1646 -2.8743
C -2.3700 -5.2256 -7.3272
C -1.9596 -3.9996 -6.5352
O -0.6333 -4.1514 -6.0328
H -2.3189 -6.1194 -6.7022
H -3.3870 -5.1212 -7.7103
H -1.6926 -5.3858 -8.1702
H -2.6247 -3.8554 -5.6828
H -1.9988 -3.1017 -7.1600
H -0.0475 -4.2692 -6.7903



[10]
27
Properties=species:S:1:pos:R:3 method="wB97M-V/def2-TZVPD" lumo_ev=-6.50 gap_ev=5.73 fmax_ev_per_a=1.641 charge=+1 homo_ev=-12.236
N -0.8697 -2.1144 -1.4011
C -1.9846 -1.7809 -0.5337
C -1.6433 -1.8556 0.9575
O -1.0693 -3.0741 1.3397
C -0.7763 -0.7251 1.5139
S 1.0555 -0.8205 1.3652
O 1.4282 -0.8115 2.7430
O 1.4502 -1.9008 0.5367
N 1.6195 0.6157 0.7439
S 1.4398 1.0756 -0.7023
O 2.3582 0.6423 -1.7090
O 0.0057 1.0224 -1.2065
P 1.6511 3.1955 -0.4651
O 1.3659 3.8286 -1.8844
O 3.1177 3.5113 -0.0102
S 0.3644 3.7425 0.9269
H -0.8349 -1.4989 -2.2009
H -0.9744 -3.0480 -1.7709
H -2.8301 -2.4543 -0.6987
H -2.3714 -0.7755 -0.7646
H -2.6123 -1.7423 1.4664
H -1.7502 -3.7535 1.3664
H -0.9250 -0.6625 2.5872
H -1.2031 0.1966 1.0931
H 1.5735 3.2176 -2.6137
H 3.6342 3.9771 -0.6861
Mg -1.2196 1.9927 0.0075



[11]
80
Properties=species:S:1:pos:R:3 method="wB97M-V/def2-TZVPD" lumo_ev="-3.51 / -7.21" gap_ev="5.88 / 2.18" fmax_ev_per_a=11.284 charge=+1 multiplicity=2 s2=0.767 homo_ev="-9.394 / -9.394"
C -3.4830 0.0288 5.4058
O -4.5180 0.3723 5.1390
N -3.1166 -0.5932 6.4735
N -2.4629 0.2619 4.6098
H -3.8107 -0.7481 7.1908
H -2.1542 -0.6883 6.7647
H -2.4908 0.8517 3.7904
H -1.6073 0.2556 5.1465
C -0.0169 1.9850 -4.4677
O -0.3201 3.1637 -4.5226
N -0.8464 0.9888 -4.1826
N 1.1901 1.5825 -4.4740
H -0.6356 0.1669 -3.6348
H -1.7904 1.3402 -4.1084
H 1.3411 0.6005 -4.2923
H 1.8540 2.2902 -4.1941
C -2.4124 -5.2312 3.4409
C -2.3412 -4.3443 2.3583
C -1.0767 -3.9532 1.9282
C 0.0615 -4.3323 2.6189
C -0.0488 -5.2426 3.6744
C -1.3559 -5.7256 4.0829
O -1.5132 -6.6204 5.1141
O -0.9509 -3.1064 0.9379
H -3.3770 -5.6175 3.7354
H -3.2214 -3.8726 1.9472
H 1.0272 -4.0192 2.2506
H 0.8024 -5.5932 4.2393
H -2.4604 -6.7741 5.1446
H -1.7847 -2.6628 0.7660
C 3.9140 4.0487 -3.4913
C 4.2205 4.9935 -4.4304
C 3.3060 6.0434 -4.7253
C 2.0319 6.0759 -4.0574
C 1.6839 4.9887 -3.2588
C 2.6428 3.9836 -2.9114
O 2.3748 2.8957 -2.1902
O 3.6617 7.0707 -5.5199
H 4.6219 3.2385 -3.3980
H 5.1607 4.8426 -4.9401
H 1.2458 6.7922 -4.2454
H 0.6732 4.9180 -2.8847
H 1.4795 2.5922 -2.3574
H 3.2123 7.9184 -5.4885
C -4.9775 -1.1364 1.5097
C -5.3883 -2.2396 0.5967
N -5.7741 -3.0309 -0.1743
H -5.8661 -0.5086 1.4451
H -4.2209 -0.4491 1.1312
H -4.9060 -1.4974 2.5357
C 3.1595 -2.6653 1.1535
C 3.9614 -1.4994 1.6902
N 4.5421 -0.5454 2.1001
H 3.3230 -3.6228 1.6481
H 3.2237 -2.8733 0.0854
H 2.1467 -2.3279 1.3736
C -2.6540 3.0974 -1.2024
C -2.3658 4.2791 -1.9884
N -2.1508 5.2038 -2.6185
H -3.5735 2.5902 -1.4944
H -2.5801 3.3495 -0.1446
H -1.8543 2.4094 -1.4768
C 3.4074 -1.8248 -5.2353
C 2.7273 -1.3852 -4.1053
N 2.0555 -1.0717 -3.2063
H 4.4503 -1.8434 -4.9190
H 3.2469 -1.1588 -6.0831
H 3.0494 -2.8477 -5.3524
C 0.4873 0.2449 -0.4512
C -0.5847 0.1902 0.5588
N -1.4004 0.1928 1.3960
H 1.0327 1.1812 -0.3333
H 0.1501 0.3143 -1.4854
H 1.1826 -0.5820 -0.3072
C 1.0169 -0.4151 3.9274
C 1.6503 -1.6494 4.2368
N 2.2424 -2.6106 4.5246
H 0.5357 -0.6053 2.9680
H 1.7591 0.3729 4.0554
H 0.2365 -0.2005 4.6574



[12]
14
Properties=species:S:1:pos:R:3 method="wB97M-V/def2-TZVPD" e_above_lowest_ev=1.092 lumo_ev="-3.50 / -11.40" gap_ev="13.74 / 4.69" fmax_ev_per_a=4.136 charge=+1 multiplicity=2 s2=0.756 homo_ev="-17.239 / -16.096"
C -1.1214 -0.3375 0.2359
C -0.0342 -0.3554 1.3163
C 0.4430 1.0750 1.6364
H -1.8785 0.4909 0.1590
H -1.7363 -1.3359 0.2797
H -0.5865 -0.4166 -0.7395
H 0.8533 -0.8574 0.9084
H -0.4946 -0.8743 2.1814
H 1.2159 1.1848 2.4291
H 0.8932 1.4367 0.7041
H -0.4492 1.7459 1.9480
H 0.7596 0.5262 -2.4369
H -0.1105 -0.8850 -2.7793
O 0.7262 -0.4135 -2.7231



[13]
15
Properties=species:S:1:pos:R:3 method="wB97M-V/def2-TZVPD" e_above_lowest_ev=1.785 lumo_ev=0.41 gap_ev=9.59 smiles="C=C(C=O)OCC" fmax_ev_per_a=0.619 homo_ev=-9.184
C 1.1397 -1.8334 0.7274
C 1.1887 -0.3776 0.3137
C -0.8404 0.4256 -1.4152
C -0.7776 0.8731 -0.1624
O 0.0057 0.3047 0.7909
C -1.6568 2.0116 0.2699
O -2.1129 2.8115 -0.5155
H 0.9668 -1.8907 1.8036
H 2.0798 -2.3437 0.4886
H 0.3249 -2.3595 0.2169
H 1.3155 -0.2996 -0.7733
H 2.0280 0.1605 0.7593
H -1.3148 1.0065 -2.1885
H -0.4074 -0.5364 -1.6571
H -1.9391 2.0473 1.3418